Entry 1
The following is a quantum chemistry calculation of 2 unconnected molecules or ions with the total composition C3H6N2S, from the Open Molecules 2025 dataset.

```
12
C3H6N2S, DFT ωB97M-V/def2-TZVPD
C 0.442 0.609 -0.977
C -0.088 0.350 -2.353
C 1.891 -0.642 1.408
N 0.016 -1.145 0.120
N 0.682 -1.394 1.033
S 0.778 2.033 -0.379
H -0.312 1.241 -2.795
H -0.832 -0.412 -2.261
H 0.838 -0.210 -2.669
H 1.459 0.391 1.388
H 2.615 -0.828 0.722
H 2.159 -1.101 2.338
```

Calculated values
Kohn-Sham gap (alpha / beta)	7.333 / 7.296	eV
LUMO level (alpha / beta)	0.1 / 0.1	eV
E_HOMO (alpha / beta)	-0.266 / -0.266	Eh

Results of the Löwdin charge analysis, in e, for atoms 1 through 6: number 1, C, carries -0.76; number 2, C, carries -0.17; number 3, C, carries -0.08; number 4, N, carries 0.10; number 5, N, carries -0.12; number 6, S, carries 0.69



Entry 2
The following is a quantum chemistry calculation of C3H6N2S in the gas phase, from the Open Molecules 2025 dataset.

```
12
C3H6N2S, DFT ωB97M-V/def2-TZVPD
C -1.203 -0.406 -0.409
C 0.235 -0.857 -0.053
N 1.093 0.359 0.069
N 0.567 1.115 1.202
C 0.496 1.513 -0.417
S -1.005 1.183 -1.323
H -1.775 -0.988 -1.079
H -1.978 -0.178 0.330
H 0.120 -1.352 0.842
H 0.906 -1.479 -0.636
H 1.204 1.701 1.718
H 1.164 2.287 -0.670
```

Calculated values
Kohn-Sham gap	9.506	eV
LUMO level	0.9	eV
SMILES string	C1CN2N[C@@H]2S1
E_HOMO	-0.316	Eh

Results of the Löwdin charge analysis, in e, for atoms 1 through 6: number 1, C, carries -0.41; number 2, C, carries -0.20; number 3, N, carries -0.21; number 4, N, carries 0.04; number 5, C, carries -0.52; number 6, S, carries 0.86



The structure with the least stability is entry 1.



Entry 1
The following is a quantum chemistry calculation of C3H6N2S in the gas phase, from the Open Molecules 2025 dataset.

```
12
C3H6N2S, DFT ωB97M-V/def2-TZVPD
C 2.441 -0.711 -0.045
N 1.275 -1.215 0.026
N 0.313 -0.230 0.142
C -1.071 -0.434 0.043
C -1.806 0.944 -0.057
S -1.671 -1.960 0.011
H 2.641 0.335 0.092
H 3.254 -1.398 -0.259
H 0.713 0.715 0.192
H -2.254 1.262 0.894
H -2.730 0.875 -0.683
H -1.104 1.817 -0.357
```

Calculated values
Kohn-Sham gap	8.664	eV
LUMO level	0.3	eV
SMILES string	C=NNC(C)=S
E_HOMO	-0.306	Eh

Results of the Löwdin charge analysis, in e, for atoms 1 through 6: number 1, C, carries -0.04; number 2, N, carries -0.01; number 3, N, carries -0.12; number 4, C, carries -0.84; number 5, C, carries -0.10; number 6, S, carries 0.62



Entry 2
The following is a quantum chemistry calculation of C3H6N2S in the gas phase, from the Open Molecules 2025 dataset.

```
12
C3H6N2S, DFT ωB97M-V/def2-TZVPD
H -1.882 1.537 -0.142
N -2.158 0.562 0.081
C -1.036 -0.132 -0.030
N -1.228 -1.543 -0.005
C 0.387 0.375 -0.043
C 0.512 1.856 -0.025
S 1.753 -0.613 0.030
H -2.397 -1.551 0.041
H -0.654 -2.265 -0.364
H -0.296 2.401 -0.727
H 1.549 2.010 -0.301
H 0.162 1.953 1.069
```

Calculated values
Kohn-Sham gap	7.868	eV
LUMO level	-1.2	eV
SMILES string	[H]/N=C(/N)C(C)=S
E_HOMO	-0.333	Eh

Results of the Löwdin charge analysis, in e, for atoms 1 through 6: number 1, H, carries 0.02; number 2, N, carries 0.09; number 3, C, carries -0.51; number 4, N, carries 0.05; number 5, C, carries -0.74; number 6, C, carries -0.15



Entry 3
The following is a quantum chemistry calculation of C3H6N2S in the gas phase, from the Open Molecules 2025 dataset.

```
12
C3H6N2S, DFT ωB97M-V/def2-TZVPD
H 1.196 1.661 -0.336
N 1.645 0.764 -0.373
C 0.885 -0.162 0.043
N 1.277 -1.474 -0.128
C -0.559 0.084 0.594
C -1.536 0.869 -0.225
S -1.638 -0.969 -0.295
H 0.703 -2.173 0.360
H 2.181 -1.618 -0.406
H -0.719 0.152 1.702
H -2.181 1.613 0.237
H -1.253 1.251 -1.172
```

Calculated values
Kohn-Sham gap	9.564	eV
LUMO level	0.8	eV
SMILES string	[H]/N=C(/N)[C@H]1CS1
E_HOMO	-0.324	Eh

Results of the Löwdin charge analysis, in e, for atoms 1 through 6: number 1, H, carries 0.03; number 2, N, carries 0.11; number 3, C, carries -0.53; number 4, N, carries 0.10; number 5, C, carries -0.58; number 6, C, carries -0.38



Entry 4
The following is a quantum chemistry calculation of C3H6N2S in the gas phase, from the Open Molecules 2025 dataset.

```
12
C3H6N2S, DFT ωB97M-V/def2-TZVPD
S -1.563 -0.625 0.052
N -1.149 1.007 -0.055
C 0.124 1.270 -0.022
N 1.368 0.571 -0.179
C 1.697 -0.456 0.761
C 1.477 -0.783 -0.673
H -2.913 -0.417 0.033
H 0.261 2.294 -0.048
H 0.752 -0.652 1.414
H 2.608 -0.417 1.295
H 0.543 -1.271 -1.075
H 2.443 -0.777 -1.203
```

Calculated values
Kohn-Sham gap	9.628	eV
LUMO level	0.8	eV
SMILES string	S/N=C\N1CC1
E_HOMO	-0.324	Eh

Results of the Löwdin charge analysis, in e, for atoms 1 through 6: number 1, S, carries 0.72; number 2, N, carries -0.34; number 3, C, carries -0.29; number 4, N, carries -0.12; number 5, C, carries -0.16; number 6, C, carries -0.15



The structure with the least stability is entry 4.



Entry 1
The following is a quantum chemistry calculation of 2 unconnected molecules or ions with the total composition C3H3BrO2, from the Open Molecules 2025 dataset.

```
9
C3H3BrO2, DFT ωB97M-V/def2-TZVPD
C -1.172 0.370 -0.421
C -0.457 0.627 0.901
C 3.516 -0.974 -0.207
O 3.399 -1.986 -0.676
O 0.663 1.032 1.016
Br -2.973 -0.164 -0.180
H -1.280 1.268 -1.123
H -0.724 -0.396 -1.089
H -0.974 0.222 1.778
```

Calculated values
Kohn-Sham gap	11.051	eV
LUMO level	0.6	eV
E_HOMO	-0.385	Eh

Results of the Löwdin charge analysis, in e, for atoms 1 through 6: number 1, C, carries -0.62; number 2, C, carries -0.35; number 3, C, carries -0.01; number 4, O, carries 0.02; number 5, O, carries 0.05; number 6, Br, carries 0.65



Entry 2
The following is a quantum chemistry calculation of C3H3BrO2 in the gas phase, from the Open Molecules 2025 dataset.

```
9
C3H3BrO2, DFT ωB97M-V/def2-TZVPD
C -1.383 1.736 -0.045
C -0.721 0.808 0.257
C 0.346 -0.465 0.195
O 0.096 -1.170 -0.959
O 0.237 -1.306 1.294
Br 2.144 0.412 -0.099
H -1.930 2.620 -0.020
H 0.309 -0.618 -1.750
H 0.901 -2.017 1.128
```

Calculated values
Kohn-Sham gap	10.988	eV
LUMO level	0.6	eV
SMILES string	C#CC(O)(O)Br
E_HOMO	-0.382	Eh

Results of the Löwdin charge analysis, in e, for atoms 1 through 6: number 1, C, carries 0.09; number 2, C, carries -0.06; number 3, C, carries -0.90; number 4, O, carries -0.06; number 5, O, carries 0.00; number 6, Br, carries 0.67



The structure with the least stability is entry 2.